a) The following is a DFT calculation (the ωB97M-V functional and the def2-TZVPD basis) of a 2-piece molecular cluster, C4H5ClOS overall.

Geometry as XYZ:
```
12
Properties=species:S:1:pos:R:3:lowdin_charge:R:1
C -0.7352 -0.9199 2.3760 0.062
C -0.7282 0.3430 -0.0510 -0.151
C 0.5941 -0.1048 0.3347 -0.090
H -1.2210 -0.1211 -0.8052 0.035
H -1.8531 -1.0152 2.6012 0.083
H -1.0785 1.3758 0.2367 0.124
H 1.6137 -0.3087 -0.0183 0.088
S 0.9011 0.3148 -2.7018 0.601
Cl 2.2255 1.8953 -2.0955 0.095
O 0.6906 0.4605 -4.1304 -0.579
C -0.3340 -0.4371 1.1871 -0.333
H -0.0750 -1.4825 3.0666 0.064
```

As for the HOMO-LUMO gap (spin up / spin down): 8.56 / 6.60 eV.

b) The following is a DFT calculation (the ωB97M-V functional and the def2-TZVPD basis) of one molecule with the formula C4H5ClOS.

Geometry as XYZ:
```
12
Properties=species:S:1:pos:R:3:lowdin_charge:R:1
C -0.8539 0.0520 0.1350 -0.152
Cl -0.7372 -0.7888 -3.8362 0.617
O -1.4183 1.3293 -2.4385 0.075
H -0.9087 -2.5584 -1.1750 -0.143
H -0.8278 -0.7856 0.8573 0.110
C 0.4855 0.6226 -0.1322 -0.104
C -0.2155 -0.2589 -1.1791 -0.683
H 0.6359 1.6703 -0.3836 0.116
S 0.2974 -2.0564 -1.2416 0.746
H 1.3674 0.3181 0.3946 0.098
H -1.6009 0.7544 0.3289 0.098
C -0.8214 0.3001 -2.4112 -0.778
```

As for the HOMO-LUMO gap: 10.07 eV. The SMILES is O=C(Cl)C1(S)CC1.

Relative energies, unit kJ/mol: a) 388.5; b) 0.0